Record 1
Density functional theory data (ωB97M-V/def2-TZVPD) for a molecular structure, C12H9BrF3InNO5STe in a non-equilibrium geometry.

Structure (XYZ):
```
34
Properties=species:S:1:pos:R:3
In 0.001 1.373 -0.331
O -1.593 -3.029 4.104
C -1.152 -2.071 3.255
C -0.171 -1.152 3.610
C 0.218 -0.211 2.677
N -0.333 -0.161 1.468
C -1.256 -1.048 1.137
Br -1.876 -0.894 -0.639
C -1.714 -2.034 1.984
H -1.130 -2.951 4.946
H 0.284 -1.169 4.592
H 0.976 0.540 2.872
H -2.468 -2.747 1.687
F 2.042 3.743 -1.450
C 2.852 3.754 -0.398
F 2.381 4.599 0.508
F 4.049 4.207 -0.798
S 3.042 2.050 0.338
O 2.478 2.169 1.663
O 4.438 1.729 0.280
O 2.206 1.129 -0.490
Te -0.588 2.017 -3.123
C -0.322 0.461 -4.549
C 0.898 0.269 -5.197
C 1.049 -0.714 -6.166
C -0.021 -1.530 -6.508
C -1.242 -1.351 -5.873
C -1.389 -0.367 -4.904
H 1.738 0.902 -4.938
H 2.007 -0.843 -6.654
H 0.095 -2.298 -7.263
H -2.087 -1.979 -6.132
H -2.346 -0.229 -4.417
O -0.918 2.826 0.440
```

Results
LUMO = 1.8 eV
frontier orbital gap = 5.9 eV
max |F| = 0.033 Eh/bohr
total charge = -1
HOMO energy = -4.07 eV

Record 2
Density functional theory data (ωB97M-V/def2-TZVPD) for a molecular structure, C9H24N3O6Sr in a non-equilibrium geometry.

Structure (XYZ):
```
43
Properties=species:S:1:pos:R:3
Sr 0.608 -1.677 0.075
O -0.981 -3.077 1.455
H -1.694 -2.430 1.427
O 2.716 -2.604 -0.776
H 2.923 -3.436 -1.206
O 2.116 0.252 -0.384
H 1.964 1.125 -0.011
C -2.038 0.893 0.884
O -1.285 0.192 0.266
N -3.183 1.377 0.381
C -4.182 2.084 1.170
C -3.556 1.230 -1.012
H -1.888 1.235 1.916
H -3.966 1.991 2.228
H -5.174 1.751 0.865
H -4.191 3.135 0.855
H -2.883 0.602 -1.592
H -4.569 0.839 -1.090
H -3.511 2.211 -1.496
C 0.089 -1.019 -3.410
O -0.245 -1.420 -2.322
N 1.112 -1.488 -4.142
C 1.424 -0.873 -5.425
C 1.993 -2.537 -3.727
H -0.414 -0.204 -3.956
H 2.461 -0.537 -5.374
H 0.821 0.000 -5.660
H 1.309 -1.622 -6.210
H 1.869 -2.844 -2.688
H 1.937 -3.440 -4.346
H 3.030 -2.188 -3.765
C 1.919 0.150 2.832
O 1.204 -0.593 2.205
N 1.505 0.938 3.846
C 2.445 1.816 4.516
C 0.098 0.964 4.173
H 2.981 0.243 2.572
H 3.334 1.288 4.869
H 1.916 2.186 5.395
H 2.808 2.614 3.864
H -0.399 0.186 3.601
H -0.041 0.763 5.239
H -0.378 1.925 3.957
```

Results
LUMO = 2.5 eV
frontier orbital gap = 5.7 eV
max |F| = 0.026 Eh/bohr
total charge = -1
HOMO energy = -3.27 eV

Record 3
Density functional theory data (ωB97M-V/def2-TZVPD) for 2 unconnected molecules or ions with the total composition C2H8N2O2 in a non-equilibrium geometry.

Structure (XYZ):
```
14
Properties=species:S:1:pos:R:3
C 2.561 -0.454 -0.480
C -1.196 0.599 0.291
N -1.919 -1.594 -0.185
N -1.601 -0.365 -0.526
O -1.094 0.546 1.610
O -1.194 1.899 -0.325
H 2.201 -1.465 -0.450
H 1.999 0.169 0.206
H 2.366 -0.049 -1.465
H -1.843 -1.606 0.884
H 3.646 -0.581 -0.334
H -1.563 -0.143 -1.592
H -1.964 0.665 2.167
H -0.400 2.380 0.198
```

Results
LUMO (alpha / beta) = 0.2 / 0.2 eV
frontier orbital gap (alpha / beta) = 7.4 / 7.4 eV
max |F| = 0.081 Eh/bohr
HOMO energy (alpha / beta) = -7.23 / -7.23 eV

Record 4
Density functional theory data (ωB97M-V/def2-TZVPD) for 14 unconnected molecules or ions with the total composition H27O13S in a non-equilibrium geometry.

Structure (XYZ):
```
41
Properties=species:S:1:pos:R:3
S 0.234 -0.433 -0.881
H -0.859 0.325 -1.051
H 0.810 -3.743 -0.632
H 0.115 -3.543 0.665
O 0.892 -3.996 0.304
H -2.061 -1.274 1.083
H -1.808 0.174 1.416
O -2.493 -0.512 1.485
H 2.351 -1.668 0.430
H 2.489 -2.896 1.268
O 2.404 -1.940 1.346
H 0.070 -1.014 1.627
H 0.674 -2.264 2.117
O -0.204 -1.842 2.049
H 2.855 0.076 -1.127
H 2.240 0.715 -2.394
O 3.035 0.688 -1.843
H -0.491 3.205 -1.425
H -0.283 2.527 -0.028
O -0.656 2.418 -0.903
H -2.501 2.355 0.918
H -1.133 2.605 1.754
O -1.979 2.146 1.695
H 2.214 1.994 -0.512
H 2.343 3.408 -1.238
O 2.155 2.960 -0.414
H -2.122 0.165 3.611
H -1.208 -1.060 3.439
O -1.379 -0.288 4.011
H -0.593 -2.611 -2.153
H 0.635 -1.971 -2.687
O 0.264 -2.858 -2.517
H -3.015 -0.490 -1.796
H -3.645 0.059 -0.594
O -3.590 0.242 -1.546
H 0.748 2.902 2.698
H 1.545 2.976 1.428
O 0.744 2.562 1.794
H -0.248 0.249 -3.275
H 0.285 1.550 -2.973
O 0.371 0.882 -3.663
```

Results
LUMO = 2.5 eV
frontier orbital gap = 7.1 eV
max |F| = 0.025 Eh/bohr
total charge = -1
HOMO energy = -4.54 eV

Record 5
Density functional theory data (ωB97M-V/def2-TZVPD) for 2 unconnected molecules or ions with the total composition C6H15NO3 in a non-equilibrium geometry.

Structure (XYZ):
```
25
Properties=species:S:1:pos:R:3
C -1.367 0.074 1.227
C -1.151 -0.782 -0.003
C -1.414 -0.086 -1.301
C -1.797 -2.150 0.131
O 0.433 -0.958 -0.354
O 1.373 -1.519 0.567
H -2.439 0.172 1.401
H -0.960 1.072 1.085
H -0.917 -0.398 2.100
H -1.537 0.987 -1.184
H -0.389 -0.255 -1.788
H -2.180 -0.570 -1.901
H -1.580 -2.770 -0.737
H -1.444 -2.651 1.032
H -2.878 -2.031 0.201
H 1.514 -2.415 0.229
C 2.214 1.664 -1.121
C 1.371 1.923 0.107
N 1.842 1.337 1.238
O 0.390 2.644 0.106
H 1.712 2.069 -1.995
H 2.372 0.595 -1.247
H 3.181 2.152 -1.005
H 1.257 1.395 2.057
H 2.396 0.500 1.157
```

Results
structure (SMILES) = CC(C)(C)OO.CC(N)=O
LUMO = 0.6 eV
frontier orbital gap = 10.2 eV
max |F| = 0.035 Eh/bohr
HOMO energy = -9.54 eV

Record 6
Density functional theory data (ωB97M-V/def2-TZVPD) for a gas-phase ion, C4H10I2N (charge +1) in a non-equilibrium geometry.

Structure (XYZ):
```
17
Properties=species:S:1:pos:R:3
C 1.178 0.110 0.843
C -0.480 -1.351 0.306
C 0.310 -0.060 -1.465
C -1.022 1.117 0.225
N -0.021 -0.025 -0.078
I -1.663 1.272 2.300
I -0.299 3.031 -0.368
H 1.148 -0.128 1.926
H 1.841 -0.558 0.406
H 1.553 1.159 0.608
H -1.404 -1.615 -0.207
H 0.338 -1.921 -0.048
H -0.734 -1.644 1.317
H -0.449 -0.553 -2.015
H 0.517 0.878 -1.887
H 1.181 -0.644 -1.564
H -1.992 0.933 -0.298
```

Results
LUMO = -4.1 eV
frontier orbital gap = 9.1 eV
max |F| = 0.098 Eh/bohr
total charge = +1
HOMO energy = -13.23 eV